# 1
Here is a structure of composition C30H25F3N6NaO3 in a non-equilibrium geometry from the Open Molecules 2025 dataset. Energies are from ωB97M-V/def2-TZVPD.

Structure (XYZ):
```
68
Properties=species:S:1:pos:R:3:forces:R:3
Na 0.072 -0.149 -0.328 0.4 -0.4 1.1
O -0.553 2.349 -2.847 0.0 0.1 -0.1
C 0.255 1.834 -2.043 0.3 0.0 -0.3
N 0.408 2.030 -0.750 -0.1 0.2 -0.1
C -0.500 2.995 -0.176 -0.1 0.0 0.2
C -1.321 2.429 0.970 0.1 0.0 0.0
C -2.610 2.904 1.205 0.0 0.0 0.0
C -3.343 2.395 2.257 0.0 0.0 0.1
C -2.770 1.419 3.057 0.0 0.0 0.0
C -1.491 0.996 2.751 0.0 0.0 0.0
N -0.771 1.483 1.738 -0.2 0.1 -0.1
C 1.253 0.823 -2.651 -0.1 0.2 0.1
C 1.416 0.823 -4.032 0.0 0.0 0.0
C 2.333 -0.041 -4.598 0.0 0.0 0.0
C 3.049 -0.896 -3.772 0.0 0.0 0.0
C 2.797 -0.847 -2.412 0.0 0.0 0.0
N 1.929 -0.009 -1.854 -0.1 0.1 -0.2
H -1.189 3.421 -0.913 0.0 0.0 0.0
H 0.077 3.835 0.242 0.0 0.0 0.0
H -3.034 3.640 0.534 0.0 0.0 0.0
H -4.357 2.733 2.435 0.0 0.0 0.0
H -3.311 0.956 3.871 0.0 0.0 0.0
H -1.028 0.203 3.330 0.0 0.0 0.0
H 0.803 1.499 -4.610 0.0 0.0 0.0
H 2.485 -0.058 -5.671 0.0 0.0 0.0
H 3.775 -1.595 -4.166 0.0 0.0 0.0
H 3.313 -1.518 -1.732 0.0 0.0 0.0
C -0.956 -2.807 3.553 -0.1 0.0 0.0
C -2.324 -2.626 3.830 0.1 -0.1 0.1
C -3.149 -2.079 2.894 0.0 0.0 -0.1
C -2.625 -1.686 1.615 0.0 0.0 0.2
N -1.292 -1.862 1.362 0.1 0.0 -0.1
C -0.525 -2.403 2.306 0.0 0.0 0.0
C -3.432 -1.145 0.611 -0.2 0.1 -0.1
C -4.764 -0.669 0.739 0.1 -0.1 0.1
C -5.236 0.300 -0.090 0.1 0.1 -0.1
C -4.290 0.960 -0.979 -0.1 0.0 0.0
C -3.085 0.431 -1.215 0.0 -0.2 0.1
N -2.842 -0.865 -0.676 0.1 0.0 -0.1
H -0.272 -3.241 4.268 0.0 0.0 0.0
H -2.731 -2.915 4.794 0.0 0.0 0.0
H -4.196 -1.923 3.117 0.0 0.0 0.0
H 0.523 -2.506 2.046 0.0 0.0 0.0
H -5.388 -1.028 1.552 0.0 0.0 0.0
H -6.244 0.678 0.014 0.0 0.0 0.0
H -4.517 1.927 -1.408 0.0 0.0 0.0
H -2.311 0.889 -1.818 0.0 0.0 0.0
F 5.300 1.413 4.793 0.0 0.0 0.0
C 5.320 0.168 4.294 -0.1 0.0 -0.1
F 6.544 -0.022 3.760 0.0 0.0 0.0
F 5.229 -0.677 5.341 0.0 0.0 0.0
C 4.230 -0.078 3.283 0.2 0.0 0.1
C 4.193 -1.297 2.623 0.0 0.0 0.0
C 3.176 -1.505 1.708 0.0 0.1 0.0
N 2.239 -0.600 1.435 -0.1 -0.1 -0.1
C 2.287 0.566 2.068 0.1 0.0 0.0
C 3.269 0.872 3.008 -0.1 0.1 -0.1
H 4.932 -2.065 2.810 0.0 0.0 0.0
H 3.111 -2.445 1.171 0.0 0.0 0.0
H 1.506 1.272 1.813 0.0 0.0 0.0
H 3.267 1.834 3.500 0.0 0.0 0.0
C -3.377 -3.560 -0.881 0.0 -0.1 0.0
O -2.102 -3.012 -1.199 -0.1 -0.1 0.0
C -1.936 -1.687 -1.275 0.1 0.3 0.1
O -0.953 -1.259 -1.868 -0.3 -0.3 -0.6
H -3.450 -4.485 -1.453 0.0 0.0 0.0
H -4.180 -2.878 -1.159 0.0 0.0 0.0
H -3.438 -3.771 0.187 0.0 0.0 0.0
```
Positions in Å, forces in eV/Å.

Net charge   -1
Largest force on an atom   1.288 eV Å⁻¹
Highest occupied orbital energy   -2.8 eV
ΔE to the lowest compared entry with this formula, charge and spin   35.7 kJ/mol
LUMO   2.15 eV

Atomic partial charges in e from the Löwdin method, atoms 1 to 5:
1 Na 0.27
2 O -0.05
3 C -0.56
4 N 0.01
5 C -0.19

# 2
Here is a cluster of 5 separate species, C46H48N2O11 in total in a non-equilibrium geometry from the Open Molecules 2025 dataset. Energies are from ωB97M-V/def2-TZVPD.

Structure (XYZ):
```
107
Properties=species:S:1:pos:R:3:forces:R:3
C -0.718 -3.022 2.978 -0.3 -0.2 0.1
O -1.972 -3.431 2.433 0.3 0.3 -0.2
C -2.058 -3.154 1.035 -0.2 -0.4 0.1
C -3.537 -3.205 0.609 0.5 1.0 -0.3
C -4.318 -1.922 1.028 0.3 -0.3 0.7
C -5.236 -2.106 2.286 0.6 0.2 -0.9
C -6.512 -1.222 2.190 -0.1 0.1 0.9
C -6.489 0.015 3.131 1.1 -0.3 0.6
C -5.206 0.893 2.968 -0.9 0.2 0.2
C -5.169 1.677 1.623 0.2 -0.6 -0.1
C -3.862 1.568 0.837 1.0 -0.1 0.4
C -2.614 1.247 1.502 -1.0 0.4 -0.4
C -1.435 1.106 0.825 0.4 -0.1 0.8
C -0.194 0.714 1.640 -0.5 0.1 -0.5
C 0.878 1.824 1.702 0.0 0.3 1.0
C 2.132 1.401 2.529 0.3 -0.9 -0.8
C 2.585 -0.041 2.148 -0.9 1.2 1.3
O 2.638 -0.083 0.712 0.3 -1.1 -0.1
C 2.517 -1.315 0.197 -0.2 -0.7 -0.2
O 2.327 -2.337 0.816 0.1 0.7 0.0
C -1.382 1.284 -0.603 0.1 -0.3 1.6
N -0.179 1.089 -1.225 -1.4 0.3 -1.2
C -0.297 1.260 -2.525 0.7 0.0 -0.4
C -1.492 1.640 -3.219 0.1 0.0 0.0
N -2.643 1.829 -2.609 1.0 -0.3 0.2
C -2.583 1.623 -1.257 -0.7 0.2 -0.1
C -3.798 1.764 -0.514 -0.3 0.1 0.0
H 0.040 -2.972 2.175 -0.1 0.0 0.5
H -0.836 -2.043 3.479 0.2 -0.3 -0.3
H -0.420 -3.765 3.737 0.0 0.3 -0.3
H -1.452 -3.899 0.475 -0.3 0.2 0.2
H -1.602 -2.166 0.823 -0.4 -0.2 0.0
H -4.027 -4.103 1.018 0.3 0.2 -0.3
H -3.531 -3.226 -0.498 -0.1 -0.3 0.4
H -4.896 -1.543 0.170 0.1 -0.2 0.3
H -3.568 -1.156 1.285 -0.3 -0.1 -0.3
H -4.614 -1.871 3.169 -0.5 -0.1 -0.2
H -5.455 -3.185 2.356 -0.3 0.5 0.1
H -6.650 -0.873 1.154 -0.2 -0.4 0.3
H -7.357 -1.849 2.529 0.1 0.4 -0.5
H -6.419 -0.387 4.164 -0.2 0.2 -0.4
H -7.408 0.621 3.106 0.3 -0.2 -0.3
H -5.197 1.612 3.808 0.1 -0.3 -0.3
H -4.358 0.214 3.128 -0.1 0.3 -0.3
H -5.399 2.741 1.808 0.0 -0.4 -0.1
H -5.968 1.250 0.988 0.3 0.5 0.1
H -2.638 1.109 2.585 0.2 0.0 -0.3
H 0.157 -0.240 1.215 0.2 0.4 0.1
H -0.528 0.490 2.671 0.1 0.1 -0.4
H 0.430 2.660 2.276 0.1 -0.2 -0.4
H 1.136 2.237 0.718 0.0 -0.5 0.2
H 2.984 2.072 2.338 -0.4 0.1 0.2
H 1.896 1.380 3.605 0.1 0.1 -0.3
H 3.543 -0.305 2.626 -0.2 0.1 -0.5
H 1.818 -0.707 2.574 0.4 -0.1 -0.6
H 2.591 -1.365 -0.909 0.0 0.7 0.4
H 0.611 1.119 -3.129 -0.3 0.0 0.2
H -1.450 1.757 -4.314 -0.1 -0.1 0.8
H -4.705 2.040 -1.066 0.4 -0.2 0.0
O -1.706 1.249 -6.190 0.0 0.0 -0.5
C -1.532 2.073 -7.068 0.0 0.0 0.1
C -1.327 3.505 -6.750 0.0 0.0 0.0
C -1.138 4.406 -7.710 0.0 0.0 -0.2
C -1.123 4.013 -9.140 0.0 0.0 0.0
O -0.949 4.833 -10.017 0.0 0.0 0.0
C -1.328 2.578 -9.460 0.0 -0.1 0.0
C -1.517 1.678 -8.497 0.0 0.0 -0.1
H -1.340 3.775 -5.702 0.0 0.0 0.0
H -0.988 5.455 -7.493 -0.1 -0.2 -0.2
H -1.315 2.309 -10.509 0.0 0.0 0.0
H -1.668 0.627 -8.708 0.0 0.0 0.0
O 1.700 -1.488 5.119 0.0 0.0 0.0
C 2.542 -2.360 5.203 0.0 0.0 -0.1
C 2.867 -3.231 4.049 0.0 0.0 0.0
C 3.789 -4.187 4.144 -0.1 0.0 0.1
C 4.528 -4.417 5.407 0.0 0.0 0.0
O 5.372 -5.289 5.494 -0.1 0.1 0.2
C 4.203 -3.546 6.563 0.0 0.1 0.1
C 3.282 -2.591 6.467 0.0 0.0 0.1
H 2.317 -3.046 3.134 0.1 0.0 0.0
H 4.039 -4.831 3.315 0.0 0.0 0.0
H 4.753 -3.731 7.477 0.0 0.0 0.0
H 3.031 -1.944 7.299 0.0 0.0 0.0
O 2.371 10.247 -3.788 0.0 0.0 0.0
C 1.661 9.390 -4.267 0.1 0.1 0.0
C 1.056 8.331 -3.422 -0.1 -0.1 0.0
C 0.278 7.389 -3.949 0.0 0.0 0.1
C -0.018 7.360 -5.400 0.0 0.0 0.0
O -0.730 6.499 -5.880 0.1 0.4 0.4
C 0.585 8.416 -6.246 0.0 0.1 0.0
C 1.363 9.359 -5.720 0.0 0.0 -0.1
H 1.283 8.369 -2.364 0.0 0.0 0.0
H -0.172 6.607 -3.350 0.0 0.0 0.0
H 0.357 8.377 -7.304 0.0 0.0 0.0
H 1.812 10.140 -6.320 0.0 0.0 0.0
O 5.294 -4.855 1.501 0.1 -0.1 -0.1
C 6.137 -5.726 1.588 0.0 0.0 0.0
C 6.462 -6.597 0.433 0.0 -0.1 -0.1
C 7.383 -7.553 0.530 -0.1 0.0 -0.1
C 8.124 -7.785 1.795 0.1 -0.1 0.1
O 8.964 -8.655 1.879 0.0 0.0 0.0
C 7.797 -6.913 2.948 -0.1 0.1 0.0
C 6.876 -5.957 2.852 0.2 0.0 -0.1
H 5.912 -6.412 -0.481 0.0 0.0 0.0
H 7.635 -8.200 -0.301 0.0 0.0 0.0
H 8.346 -7.097 3.863 0.0 0.0 0.0
H 6.625 -5.313 3.681 0.0 0.0 0.0
```
Positions in Å, forces in eV/Å.

SMILES   COCCCCCCCCc1cc(CCCCOC=O)c2nccnc2c1.O=C1C=CC(=O)C=C1.O=C1C=CC(=O)C=C1.O=C1C=CC(=O)C=C1.O=C1C=CC(=O)C=C1
Largest force on an atom   1.955 eV Å⁻¹
Highest occupied orbital energy   -8.6 eV
LUMO   -1.87 eV

Atomic partial charges in e from the Löwdin method, atoms 1 to 5:
1 C -0.10
2 O -0.20
3 C -0.24
4 C -0.16
5 C -0.18

# 3
Here is a cluster of 2 separate species, C7H18N4 in total in a non-equilibrium geometry from the Open Molecules 2025 dataset. Energies are from ωB97M-V/def2-TZVPD.

Structure (XYZ):
```
29
Properties=species:S:1:pos:R:3:forces:R:3
C 0.625 0.954 -0.110 -2.4 2.5 0.0
C 0.105 2.804 -1.344 -1.4 1.2 0.6
C -0.560 2.952 0.099 2.2 1.3 -0.8
C -1.348 -2.979 -0.491 -1.1 -1.9 0.1
C -2.386 -1.543 0.921 -3.3 2.3 3.0
C 1.864 -0.918 -0.927 0.9 -1.6 -1.9
C 1.702 -0.524 1.423 -2.3 0.2 2.2
N 0.514 1.422 -1.338 -0.5 0.3 1.6
N -0.013 1.781 0.757 1.0 -1.4 -0.1
N -1.184 -1.940 0.198 -0.3 1.1 -0.4
N 1.100 -0.254 0.126 1.0 -1.4 0.4
H -0.678 2.921 -2.061 -0.5 0.2 -0.6
H 0.893 3.505 -1.627 0.2 -0.2 0.5
H -0.404 3.904 0.652 0.9 -0.7 -0.4
H -1.599 2.962 0.059 -1.9 -0.8 -0.4
H 1.151 1.049 -1.949 1.5 -0.7 -2.4
H -2.318 -3.502 -0.376 0.5 0.5 -0.3
H -0.653 -3.522 -1.081 1.1 0.2 -0.5
H -2.267 -1.749 2.017 0.2 0.0 -0.9
H -2.676 -0.442 0.929 1.3 -1.0 -0.5
H -3.476 -1.937 0.697 2.8 -0.2 -0.5
H 2.826 -0.459 -1.409 -1.8 -0.3 1.3
H 2.108 -1.948 -0.598 0.4 0.8 0.4
H 1.178 -1.232 -1.716 -0.1 0.8 -0.5
H 2.008 -1.541 1.381 0.5 -0.7 0.4
H 2.494 0.149 1.487 1.8 0.7 0.8
H 1.004 -0.385 2.352 1.0 -0.2 -1.9
H 0.251 1.785 1.715 -0.1 0.0 0.8
H -0.261 -1.310 0.215 -1.8 -1.1 -0.1
```
Positions in Å, forces in eV/Å.

Net charge   +2
Largest force on an atom   4.973 eV Å⁻¹
Highest occupied orbital energy   -17.5 eV
ΔE to the lowest compared entry with this formula, charge and spin   170.3 kJ/mol
LUMO   -7.59 eV

Atomic partial charges in e from the Löwdin method, atoms 1 to 5:
1 C -0.34
2 C -0.05
3 C -0.06
4 C 0.16
5 C -0.07

no.,gap between HOMO and LUMO (eV)
1,5.0
2,6.8
3,9.9